# 1
Here is a molecular structure, C17H11Cl2F3NO3S2Zn at a distorted geometry from the OMol25 dataset. Energies are from ωB97M-V/def2-TZVPD.

```
40
C17H11Cl2F3NO3S2Zn (ωB97M-V/def2-TZVPD)
F 4.879 -1.124 -2.397
C 3.912 -0.681 -1.559
F 3.578 -1.651 -0.705
F 4.375 0.401 -0.909
S 2.153 1.032 -3.661
N 1.856 -0.373 1.163
C 0.682 -0.999 1.246
O 0.352 -1.990 0.508
C -0.215 -0.330 2.214
C 0.313 0.890 2.586
C -0.359 1.779 3.421
C -1.602 1.374 3.927
C -2.145 0.127 3.575
C -1.460 -0.724 2.707
S 1.902 1.120 1.841
O 2.912 1.261 2.864
O 1.819 2.142 0.819
H 0.097 2.735 3.661
H -2.146 2.050 4.585
H -3.120 -0.155 3.974
H -1.864 -1.689 2.404
Cl 1.561 -5.112 -0.261
Zn -0.007 -3.902 0.599
Cl -1.885 -4.325 1.594
C -1.074 -1.086 -3.401
C 0.037 -0.701 -4.100
C 0.553 0.601 -3.559
C -0.330 0.875 -2.372
C -1.331 -0.121 -2.334
C -2.331 -0.045 -1.353
C -2.316 1.027 -0.454
C -1.249 1.937 -0.419
C -0.218 1.823 -1.366
H -1.670 -1.985 -3.577
H 0.564 -1.229 -4.894
H 0.603 1.487 -4.296
H -3.115 -0.807 -1.320
H -3.141 1.157 0.247
H -1.218 2.734 0.328
H 0.650 2.478 -1.323
```

Results
M   534.70 g mol⁻¹
LUMO energy   0.0 eV
Frontier orbital gap   5.72 eV
Charge   -1
Relative energy (zero: lowest compared OMol25 entry of this formula, charge and spin)   0.0 kJ/mol

=====

# 2
Here is a molecular structure, C7H10O4Sr at a distorted geometry from the OMol25 dataset. Energies are from ωB97M-V/def2-TZVPD.

```
22
C7H10O4Sr (ωB97M-V/def2-TZVPD)
O -0.472 -2.015 -2.642
C -0.280 -1.274 -1.763
Sr -0.257 -0.264 0.557
C -0.804 1.984 -0.479
C 2.155 0.204 0.351
O -1.269 3.014 -0.660
O 3.294 0.285 0.610
C -2.686 0.407 3.687
C -1.404 -0.017 3.025
O -1.847 -0.786 1.904
C -1.795 -2.208 1.882
C -0.383 -2.794 1.821
H -3.248 1.064 3.020
H -2.433 0.940 4.595
H -3.297 -0.463 3.936
H -0.763 0.864 2.740
H -0.802 -0.696 3.643
H -2.289 -2.403 2.837
H -2.425 -2.518 1.036
H 0.246 -2.444 2.647
H -0.495 -3.871 1.914
H 0.120 -2.614 0.861
```

Results
M   245.77 g mol⁻¹
LUMO energy   -8.7 eV
Frontier orbital gap   10.05 eV
Charge   +2
Relative energy (zero: lowest compared OMol25 entry of this formula, charge and spin)   159.4 kJ/mol

=====

# 3
Here is a single C5H9N molecule from the OMol25 dataset. Energies are from ωB97M-V/def2-TZVPD.

```
15
C5H9N (ωB97M-V/def2-TZVPD)
C 0.211 1.365 0.909
C 1.425 0.965 0.117
C 0.057 0.618 -0.379
N -0.491 -0.741 -0.308
C -1.789 -0.775 0.007
C 0.312 -1.764 -0.599
H 0.035 0.786 1.812
H -0.095 2.405 0.966
H 1.953 1.730 -0.444
H 2.062 0.198 0.544
H -0.309 1.146 -1.259
H -2.320 0.162 0.120
H -2.300 -1.728 -0.073
H 1.358 -1.603 -0.817
H -0.108 -2.763 -0.598
```

Results
M   83.13 g mol⁻¹
LUMO energy   1.1 eV
Frontier orbital gap   7.64 eV
Charge   0
Relative energy (zero: lowest compared OMol25 entry of this formula, charge and spin)   320.6 kJ/mol

=====

# 4
Here is a molecular structure, C40H32BrKN5O4S from the OMol25 dataset. Energies are from ωB97M-V/def2-TZVPD.

```
84
C40H32BrKN5O4S (ωB97M-V/def2-TZVPD)
K -0.366 1.208 0.969
C -2.421 3.249 -1.002
O -1.228 2.516 -1.211
C -0.543 2.699 -2.377
C -1.034 3.469 -3.423
C -0.288 3.625 -4.585
C 0.947 3.009 -4.699
C 1.433 2.235 -3.657
C 0.710 2.062 -2.479
N 1.146 1.260 -1.382
N 2.362 0.931 -1.519
C 2.965 0.060 -0.657
C 2.281 -0.813 0.255
O 1.045 -0.831 0.461
C 3.121 -1.789 0.953
C 4.446 -1.895 0.761
C 5.136 -1.047 -0.170
C 6.512 -1.197 -0.405
C 7.169 -0.402 -1.313
C 6.441 0.583 -1.996
C 5.095 0.751 -1.773
C 4.392 -0.072 -0.865
H -3.213 2.919 -1.681
H -2.249 4.321 -1.129
H -2.718 3.054 0.026
H -1.999 3.948 -3.336
H -0.681 4.224 -5.396
H 1.529 3.126 -5.605
H 2.387 1.731 -3.731
H 2.592 -2.426 1.652
H 5.022 -2.637 1.307
H 7.047 -1.963 0.147
H 8.230 -0.526 -1.492
H 6.945 1.231 -2.704
H 4.552 1.523 -2.300
O 0.872 2.385 3.034
C 0.485 2.222 4.267
C 1.347 1.692 5.256
C 0.939 1.542 6.566
C -0.341 1.920 6.970
C -1.201 2.439 6.016
C -0.827 2.574 4.686
C -1.831 3.114 3.684
O -1.266 3.489 2.487
N -2.948 2.156 3.441
N -2.930 1.275 2.461
C -3.809 0.338 2.478
C -4.025 -0.620 1.406
Br -2.981 -0.405 -0.160
C -4.904 -1.621 1.545
C -5.306 -2.693 0.624
C -5.554 -3.960 1.160
C -5.948 -5.015 0.355
C -6.122 -4.822 -1.008
C -5.908 -3.563 -1.550
C -5.508 -2.507 -0.745
H -0.280 3.157 2.559
H 2.344 1.409 4.943
H 1.632 1.131 7.292
H -0.652 1.821 8.002
H -2.198 2.759 6.315
H -2.354 3.964 4.146
H -3.492 1.916 4.264
H -4.498 0.243 3.322
H -5.364 -1.680 2.529
H -5.418 -4.114 2.225
H -6.119 -5.991 0.793
H -6.429 -5.644 -1.641
H -6.056 -3.396 -2.609
H -5.365 -1.530 -1.181
S 0.813 -3.862 -1.053
C -0.558 -2.942 -1.577
N -0.364 -2.091 -2.519
C 0.974 -2.080 -2.882
C 1.544 -1.243 -3.842
C 2.901 -1.322 -4.068
C 3.704 -2.229 -3.364
C 3.155 -3.076 -2.424
C 1.784 -2.988 -2.188
H -1.527 -3.104 -1.124
H 0.921 -0.524 -4.358
H 3.363 -0.653 -4.784
H 4.773 -2.244 -3.535
H 3.773 -3.758 -1.856
```

Results
M   797.80 g mol⁻¹
LUMO energy   2.1 eV
Frontier orbital gap   6.32 eV
Charge   -1
Relative energy (zero: lowest compared OMol25 entry of this formula, charge and spin)   48.4 kJ/mol

=====

# 5
Here is a single C7H11N molecule at a distorted geometry from the OMol25 dataset. Energies are from ωB97M-V/def2-TZVPD.

```
19
C7H11N (ωB97M-V/def2-TZVPD)
C 0.516 1.129 0.997
C -0.739 0.624 0.344
C -0.370 1.214 -1.140
C -0.559 -1.039 -1.274
C -0.782 -0.778 0.225
C 0.611 -1.242 0.726
C 1.372 0.160 0.158
H 0.421 0.991 2.153
H 0.742 2.313 1.155
H -1.584 0.892 0.962
H -0.991 0.937 -1.869
H -0.005 2.220 -1.021
H -0.228 -2.089 -1.333
H -1.449 -0.822 -1.923
H -1.444 -1.512 0.667
H 0.981 -2.143 0.237
H 0.487 -1.294 1.882
H 2.372 0.275 0.358
N 0.649 0.163 -1.303
```

Results
M   109.17 g mol⁻¹
LUMO energy   1.0 eV
Frontier orbital gap   9.74 eV
SMILES   C1[C@@H]2CN3C[C@@H]2C[C@@H]13
Charge   0
Relative energy (zero: lowest compared OMol25 entry of this formula, charge and spin)   518.4 kJ/mol

=====

# 6
Here is a molecular structure, C20H41N4O3PPd from the OMol25 dataset. Energies are from ωB97M-V/def2-TZVPD.

```
70
C20H41N4O3PPd (ωB97M-V/def2-TZVPD)
Pd -0.432 -0.176 0.308
C 4.462 2.309 -0.084
N 3.476 1.708 0.808
C 3.810 1.724 2.228
C 2.359 1.137 0.388
O 1.517 0.655 1.166
C 2.061 1.138 -1.110
O 1.018 0.217 -1.430
C 1.444 -1.028 -2.005
C 1.432 -2.184 -0.995
O 0.869 -2.031 0.102
N 2.005 -3.323 -1.352
C 2.040 -4.442 -0.418
C 2.663 -3.557 -2.630
H 4.995 3.076 0.473
H 3.989 2.797 -0.934
H 5.183 1.566 -0.430
H 3.806 2.751 2.592
H 4.806 1.303 2.366
H 3.088 1.130 2.777
H 2.946 0.921 -1.710
H 1.707 2.135 -1.391
H 2.437 -0.890 -2.436
H 0.755 -1.255 -2.823
H 1.738 -4.102 0.566
H 3.056 -4.834 -0.374
H 1.371 -5.231 -0.762
H 2.292 -2.892 -3.405
H 2.445 -4.575 -2.947
H 3.744 -3.445 -2.533
N -2.262 -0.750 -2.189
C -3.305 -1.466 -2.641
C -3.549 -2.455 -1.715
C -2.584 -2.264 -0.724
N -1.799 -1.232 -1.019
H -1.807 0.033 -2.630
H -3.780 -1.229 -3.575
H -4.310 -3.210 -1.756
H -2.412 -2.827 0.179
C -2.568 4.293 1.067
C -1.542 3.264 0.578
C -0.129 3.839 0.659
P -1.608 1.614 1.385
C -3.350 1.020 1.494
C -4.208 1.582 2.630
C -4.049 1.194 0.148
C -0.829 1.635 3.047
C -1.272 2.723 4.029
C -0.961 0.239 3.660
H -2.408 5.231 0.537
H -2.467 4.497 2.130
H -3.592 3.981 0.874
H -1.765 3.043 -0.473
H 0.103 4.172 1.671
H -0.055 4.706 0.005
H 0.635 3.118 0.363
H -3.233 -0.060 1.681
H -4.261 2.668 2.611
H -3.846 1.272 3.608
H -5.224 1.201 2.524
H -4.322 2.235 -0.024
H -4.971 0.613 0.143
H -3.437 0.857 -0.687
H 0.226 1.796 2.811
H -2.332 2.670 4.262
H -1.049 3.724 3.665
H -0.726 2.592 4.964
H -1.988 0.016 3.945
H -0.349 0.176 4.559
H -0.612 -0.560 2.985
```

Results
M   522.97 g mol⁻¹
LUMO energy (spin up / spin down)   -4.7 / -7.8 eV
Frontier orbital gap (spin up / spin down)   9.12 / 7.44 eV
⟨S²⟩   2.00
Multiplicity   3
Charge   +2
Relative energy (zero: lowest compared OMol25 entry of this formula, charge and spin)   45.1 kJ/mol

=====

# 7
Here is 8 unconnected molecules or ions with the total composition C29H61N3O13 at a distorted geometry from the OMol25 dataset. Energies are from ωB97M-V/def2-TZVPD.

```
106
C29H61N3O13 (ωB97M-V/def2-TZVPD)
C 4.951 5.005 1.861
O 5.439 6.116 1.948
N 3.916 4.667 1.061
C 3.470 3.292 0.932
C 3.271 5.642 0.220
H 5.327 4.164 2.466
H 3.967 2.843 0.065
H 2.396 3.293 0.749
H 3.692 2.651 1.780
H 3.830 6.566 0.144
H 3.173 5.222 -0.791
H 2.240 5.819 0.543
C -3.679 0.606 3.245
O -2.732 0.137 3.838
N -3.901 0.423 1.921
C -3.069 -0.503 1.158
C -5.057 0.980 1.264
H -4.473 1.188 3.737
H -2.277 0.043 0.663
H -3.744 -1.111 0.551
H -2.624 -1.248 1.819
H -4.780 1.310 0.263
H -5.899 0.279 1.182
H -5.471 1.816 1.831
C 5.689 -4.729 -0.651
O 6.274 -5.481 0.094
N 4.736 -5.078 -1.547
C 4.561 -6.460 -1.909
C 4.092 -4.085 -2.396
H 5.854 -3.633 -0.662
H 5.000 -6.703 -2.885
H 3.506 -6.730 -2.008
H 5.033 -7.078 -1.150
H 3.858 -3.201 -1.808
H 4.769 -3.805 -3.209
H 3.191 -4.519 -2.816
O -1.684 8.012 1.548
C -1.647 6.924 2.065
O -1.168 6.691 3.275
C -0.811 7.845 4.044
C -0.820 7.461 5.514
C -2.094 5.652 1.411
H -1.464 8.691 3.822
H 0.172 8.221 3.741
H -0.224 6.565 5.676
H -1.835 7.423 5.897
H -0.276 8.237 6.062
H -1.207 5.112 1.069
H -2.739 5.822 0.557
H -2.573 4.980 2.122
O -1.771 -2.618 -2.832
C -2.844 -2.892 -3.304
O -3.075 -4.012 -4.002
C -1.967 -4.909 -4.159
C -1.046 -4.457 -5.255
C -4.119 -2.111 -3.080
H -2.397 -5.869 -4.445
H -1.489 -5.034 -3.188
H -1.585 -4.251 -6.182
H -0.227 -5.154 -5.427
H -0.593 -3.484 -5.035
H -3.939 -1.056 -3.285
H -4.430 -2.208 -2.044
H -4.865 -2.482 -3.779
O -2.923 2.559 -5.051
C -2.331 3.294 -4.305
O -1.324 2.902 -3.511
C -0.925 1.529 -3.566
C -1.509 0.779 -2.388
C -2.672 4.745 -4.147
H 0.161 1.502 -3.505
H -1.211 1.070 -4.510
H -0.937 1.086 -1.510
H -1.474 -0.306 -2.470
H -2.548 1.032 -2.161
H -3.426 4.989 -4.891
H -1.813 5.402 -4.284
H -3.111 4.964 -3.173
O 1.929 0.261 -0.080
C 1.023 -0.488 0.184
O 0.046 -0.168 1.036
C 0.092 1.077 1.766
C -0.339 2.250 0.934
C 0.828 -1.826 -0.450
H 1.093 1.205 2.175
H -0.630 0.903 2.561
H 0.242 2.467 0.037
H -0.361 3.146 1.559
H -1.367 2.165 0.565
H 0.271 -1.734 -1.384
H 0.291 -2.565 0.143
H 1.814 -2.240 -0.653
O 0.612 -4.683 1.952
C 1.611 -5.349 1.943
O 1.650 -6.634 2.330
C 0.503 -7.140 3.016
C 0.491 -6.680 4.467
C 2.922 -4.925 1.354
H 0.651 -8.220 3.047
H -0.414 -6.954 2.463
H 1.263 -7.221 5.008
H -0.471 -6.892 4.937
H 0.616 -5.600 4.543
H 3.640 -4.836 2.177
H 2.882 -3.971 0.842
H 3.342 -5.694 0.710
```

Results
M   659.82 g mol⁻¹
LUMO energy   0.3 eV
Frontier orbital gap   9.34 eV
SMILES   CCOC(C)=O.CCOC(C)=O.CCOC(C)=O.CCOC(C)=O.CCOC(C)=O.CN(C)C=O.CN(C)C=O.CN(C)C=O
Charge   0
Relative energy (zero: lowest compared OMol25 entry of this formula, charge and spin)   74.8 kJ/mol

=====

# 8
Here is 8 unconnected molecules or ions with the total composition C38H88N4O8 at a distorted geometry from the OMol25 dataset. Energies are from ωB97M-V/def2-TZVPD.

```
138
C38H88N4O8 (ωB97M-V/def2-TZVPD)
C -26.518 18.351 -5.387
O -26.005 19.033 -6.497
H -26.348 18.873 -4.446
H -27.580 18.150 -5.526
H -26.071 17.387 -5.146
H -25.050 18.964 -6.568
C -21.187 19.686 -5.432
O -21.977 19.572 -6.544
H -21.663 20.384 -4.744
H -21.176 18.676 -5.022
H -20.202 20.122 -5.600
H -21.561 18.987 -7.182
O -22.714 23.437 -6.326
H -23.620 23.687 -6.142
H -22.755 22.496 -6.496
O -21.210 24.364 -3.015
H -21.306 24.190 -3.952
H -22.093 24.256 -2.660
C -15.268 19.961 -4.009
C -13.692 19.838 -4.244
C -13.340 21.106 -5.046
C -11.827 21.404 -5.166
C -11.244 21.420 -3.745
C -11.656 20.253 -2.791
N -13.110 19.935 -2.890
O -13.614 18.920 -2.018
C -10.789 19.073 -3.224
C -11.298 20.654 -1.345
C -13.424 18.516 -5.072
H -15.679 18.989 -3.735
H -15.810 20.232 -4.915
H -15.412 20.702 -3.223
H -13.761 20.960 -6.041
H -13.961 21.931 -4.695
H -11.740 22.433 -5.517
H -11.438 20.678 -5.879
H -11.473 22.433 -3.413
H -10.165 21.405 -3.900
H -10.848 18.162 -2.628
H -11.098 18.867 -4.248
H -9.729 19.299 -3.337
H -11.825 20.011 -0.640
H -10.209 20.618 -1.306
H -11.673 21.665 -1.182
H -12.715 18.800 -5.849
H -14.334 18.157 -5.552
H -13.142 17.623 -4.513
H -14.142 19.342 -1.336
C -24.085 21.794 -11.982
C -24.118 23.114 -12.845
C -22.696 23.607 -13.274
C -22.224 22.870 -14.498
C -23.223 22.944 -15.629
C -24.625 22.371 -15.245
N -25.069 23.031 -14.016
O -26.392 22.724 -13.696
C -25.519 22.851 -16.376
C -24.652 20.847 -15.271
C -24.669 24.258 -11.851
H -23.985 20.937 -12.649
H -24.891 21.692 -11.255
H -23.174 21.716 -11.390
H -22.778 24.661 -13.539
H -21.989 23.497 -12.452
H -22.021 21.822 -14.274
H -21.311 23.331 -14.876
H -22.750 22.571 -16.537
H -23.312 24.017 -15.803
H -25.514 23.935 -16.488
H -25.188 22.488 -17.349
H -26.565 22.551 -16.306
H -25.424 20.461 -14.604
H -24.910 20.475 -16.262
H -23.631 20.500 -15.114
H -25.600 23.915 -11.399
H -24.906 25.209 -12.327
H -23.918 24.405 -11.075
H -26.864 23.498 -14.011
C -18.916 15.708 -7.928
C -19.579 15.051 -9.124
C -19.815 13.583 -8.676
C -20.658 12.865 -9.693
C -22.007 13.632 -9.860
C -21.965 15.163 -10.258
N -20.856 15.753 -9.411
O -20.688 17.097 -9.738
C -21.712 15.212 -11.775
C -23.381 15.750 -9.888
C -18.634 15.052 -10.332
H -19.484 15.703 -6.997
H -18.583 16.729 -8.113
H -17.984 15.151 -7.832
H -18.804 13.183 -8.601
H -20.347 13.471 -7.732
H -20.701 11.834 -9.342
H -20.216 12.797 -10.687
H -22.641 13.534 -8.980
H -22.634 13.121 -10.591
H -22.582 15.487 -12.371
H -21.105 16.067 -12.074
H -21.319 14.300 -12.224
H -24.209 15.125 -10.221
H -23.473 15.749 -8.802
H -23.469 16.788 -10.208
H -19.006 14.409 -11.130
H -17.712 14.550 -10.037
H -18.503 16.036 -10.782
H -20.167 17.138 -10.543
C -25.878 18.138 4.223
C -24.405 18.140 3.741
C -23.786 16.749 4.189
C -24.162 15.584 3.248
C -23.699 16.009 1.867
C -24.270 17.360 1.274
N -24.293 18.406 2.267
O -24.695 19.712 1.856
C -23.382 17.644 0.037
C -25.721 17.010 0.800
C -23.687 19.265 4.590
H -25.958 17.691 5.214
H -26.268 19.153 4.302
H -26.586 17.602 3.592
H -22.733 16.858 4.447
H -24.374 16.441 5.054
H -23.629 14.671 3.513
H -25.244 15.460 3.209
H -23.975 15.227 1.160
H -22.618 16.145 1.846
H -23.657 18.499 -0.580
H -23.349 16.865 -0.724
H -22.386 17.916 0.386
H -26.323 16.582 1.602
H -25.744 16.338 -0.058
H -26.182 17.865 0.303
H -22.613 19.084 4.633
H -23.833 20.280 4.221
H -24.014 19.302 5.629
H -25.643 19.591 1.945
```

Results
M   729.14 g mol⁻¹
LUMO energy   0.3 eV
Frontier orbital gap   8.43 eV
SMILES   CC1(C)CCCC(C)(C)N1O.CC1(C)CCCC(C)(C)N1O.CC1(C)CCCC(C)(C)N1O.CC1(C)CCCC(C)(C)N1O.CO.CO.O.O
Charge   0
Relative energy (zero: lowest compared OMol25 entry of this formula, charge and spin)   365.5 kJ/mol